1.
ORCA calculation (ωB97M-V with the def2-TZVPD basis set) on one molecule with the formula C16H15BrN4O.

Values from the calculation:
- Energy above the lowest of the compared OMol25 structures with the same formula, charge and spin: 123.7 kJ/mol
- Spin multiplicity: 1
- Total charge: 0
- SMILES string: O=C(N/N=C/C(Br)=C/c1ccccc1)c1[nH]nc2c1CCC2

Each line ends with the Mulliken charge.
Geometry (Å):
O1 -2.97869 0.86568 0.65967  -0.649
C1 -2.06213 0.58479 1.40816  0.194
N1 -0.75154 0.51546 0.96870  0.310
N2 -0.18092 0.67653 -0.29072  -0.936
C2 -0.87198 0.44291 -1.37330  -0.350
C3 -0.25188 0.56840 -2.70568  0.173
Br1 -1.57012 0.77345 -4.10814  -0.183
C4 1.13257 0.42344 -2.88683  -0.335
C5 1.96033 0.39167 -4.12503  0.892
C6 3.22409 -0.16265 -4.07154  -0.371
C7 4.04538 -0.20969 -5.21298  -0.678
C8 3.55513 0.28241 -6.42148  -0.246
C9 2.26738 0.85232 -6.51014  -0.737
C10 1.50351 0.92685 -5.34543  -0.340
C11 -2.33583 0.31723 2.81345  -0.537
N3 -3.54084 0.65554 3.42581  0.233
N4 -3.58051 0.22728 4.75698  -0.897
C12 -2.40916 -0.29038 4.94032  -0.148
C13 -1.60118 -0.22479 3.79684  1.542
C14 -0.24689 -0.81110 4.04432  -0.713
C15 -0.50016 -1.60234 5.40052  -0.779
C16 -1.76654 -1.03234 6.08842  -0.360
H1 -0.09673 0.39765 1.73746  0.289
H2 -1.94338 0.19251 -1.29959  0.379
H3 1.71175 0.28301 -1.98974  0.375
H4 3.57134 -0.56290 -3.12490  0.334
H5 5.04049 -0.63401 -5.19902  0.377
H6 4.19674 0.24640 -7.30293  0.340
H7 1.89474 1.26245 -7.45657  0.360
H8 0.59785 1.49132 -5.41955  0.308
H9 -4.37576 0.97187 2.87524  0.264
H10 0.03993 -1.51678 3.26146  0.332
H11 0.49528 0.00203 4.09163  0.345
H12 0.35040 -1.55417 6.07629  0.341
H13 -0.69605 -2.67742 5.13202  0.282
H14 -1.45691 -0.26535 6.81471  0.251
H15 -2.36973 -1.80729 6.55158  0.341

***

2.
ORCA calculation (ωB97M-V with the def2-TZVPD basis set) on one molecule with the formula C2H4N2OS2.

Values from the calculation:
- Energy above the lowest of the compared OMol25 structures with the same formula, charge and spin: 332.6 kJ/mol
- Spin multiplicity: 1
- Total charge: 0
- SMILES string: ON/C(C=S)=N\S

Each line ends with the Mulliken charge.
Geometry (Å):
O1 0.51019 2.09741 -0.19805  -0.387
N1 -0.42328 1.12362 0.22193  -0.268
C1 0.06343 -0.16997 0.23177  0.603
C2 1.53542 -0.31728 0.43987  -0.254
S1 2.46073 -1.53093 -0.14506  -0.164
N2 -0.59275 -1.23366 0.15736  -0.395
S2 -2.31958 -1.18104 -0.01357  -0.212
H1 0.56711 1.95986 -1.14387  0.337
H2 -1.38564 1.31486 -0.12828  0.270
H3 2.04659 0.34567 1.17154  0.299
H4 -2.46220 -2.40853 -0.59363  0.172

***

3.
ORCA calculation (ωB97M-V with the def2-TZVPD basis set) on a 7-piece molecular cluster, C26H47Cl13N2O3PS overall.

Values from the calculation:
- Spin multiplicity: 1
- Total charge: +1

Each line ends with the Mulliken charge.
Geometry (Å):
C1 5.55221 -2.55089 2.73908  -0.861
C2 5.99858 -2.54213 1.15451  -0.521
C3 5.25904 -1.24453 0.40654  0.043
C4 5.84241 0.20794 0.89674  -0.633
C5 5.65660 1.24813 -0.37620  0.412
C6 4.55981 2.43971 -0.12061  -0.928
C7 3.01829 1.87057 0.18449  -0.267
C8 2.07819 1.87233 -1.19883  -0.073
C9 0.79058 0.82034 -1.07944  0.132
C10 0.68056 -0.57831 -1.99025  -0.177
C11 1.92278 -0.83900 -3.07785  -0.729
C12 3.21483 -1.60401 -2.40962  0.525
C13 -0.59762 -1.64318 -1.81463  0.558
C14 -0.67916 -3.03855 -2.67105  0.522
O1 0.45381 -3.70414 -3.03077  -0.478
O2 -1.94606 -3.72362 -3.07885  -0.336
P1 -1.83688 -5.26098 -2.19520  0.363
C15 -3.56190 -5.88709 -1.66801  -0.887
O3 -1.02467 -4.89611 -0.65754  -0.494
C16 -1.74151 -1.14706 -0.69972  -0.325
S1 -3.25468 -2.27433 -0.39718  -0.143
C17 -1.57141 0.29468 0.13130  -0.021
C18 -2.78188 0.74578 1.19206  0.537
Cl1 -4.43246 0.99693 0.30644  -0.162
C19 -2.91418 -0.30572 2.47585  -0.345
C20 -2.89740 0.51001 3.92660  -0.805
N1 -0.32549 1.18004 -0.08046  0.392
N2 -0.21348 2.36561 0.62734  -0.541
H1 6.54047 -2.62354 3.37833  0.248
H2 4.83798 -3.48052 2.88042  0.273
H3 4.92757 -1.57898 2.93079  0.224
H4 5.53291 -3.49823 0.61872  0.267
H5 7.15894 -2.52236 0.98542  0.338
H6 5.55153 -1.36009 -0.74255  -0.126
H7 4.09775 -1.25755 0.58327  0.097
H8 5.37187 0.62379 1.88403  0.276
H9 7.00612 0.06836 1.08937  0.302
H10 6.71345 1.79143 -0.49238  0.374
H11 5.42097 0.72118 -1.39405  -0.783
H12 4.87666 2.99549 0.88619  0.369
H13 4.55166 3.28266 -0.95161  0.288
H14 3.01012 0.80449 0.66695  0.308
H15 2.54780 2.68120 0.92386  0.120
H16 2.81369 1.61040 -2.07015  -0.257
H17 1.63334 2.95725 -1.38272  0.364
H18 2.24395 0.17932 -3.61190  0.360
H19 1.55758 -1.53692 -3.97490  0.335
H20 4.01166 -0.76736 -2.16786  -0.672
H21 2.90273 -2.24870 -1.47985  0.277
H22 3.65602 -2.35804 -3.21297  0.238
H23 -3.38298 -6.91740 -1.09270  0.331
H24 -4.12495 -5.19549 -0.89675  0.221
H25 -4.20463 -6.16428 -2.61509  0.337
H26 -1.67661 -5.06091 0.09062  0.311
H27 -4.19422 -1.85524 -1.38994  0.239
H28 -2.55987 1.80503 1.69342  -0.264
H29 -2.10067 -1.16911 2.43253  0.292
H30 -4.00099 -0.79160 2.40035  0.173
H31 -1.86922 1.09163 4.01905  0.212
H32 -3.82958 1.24981 3.88983  0.167
H33 -3.07278 -0.26948 4.78513  0.358
H34 0.45891 2.30754 1.42263  0.223
H35 -0.05438 3.19579 0.01654  0.248
C21 -7.60710 -1.13192 1.52255  0.866
Cl2 -7.93939 -2.69693 0.77057  -0.178
Cl3 -7.61611 -1.25875 3.28574  -0.165
H36 -6.62485 -0.78164 1.19603  -0.225
H37 -8.37486 -0.41844 1.21320  -0.287
C22 -11.07961 1.79179 0.60208  -0.266
Cl4 -9.38346 1.69209 1.09017  -0.146
Cl5 -11.36498 0.89346 -0.89343  -0.143
H38 -11.70326 1.37083 1.39453  0.269
H39 -11.34298 2.84040 0.44306  0.285
C23 5.78320 0.21640 -4.52195  0.416
Cl6 6.54234 -0.78821 -3.28115  -0.083
Cl7 5.20663 1.74208 -3.84014  -0.127
H40 6.51592 0.43047 -5.30389  0.409
H41 4.93562 -0.32541 -4.94888  -0.478
C24 -3.31946 4.63862 3.02447  -0.159
Cl8 -3.41129 6.40319 3.07912  -0.151
Cl9 -1.66249 4.07963 3.28329  -0.156
H42 -3.96088 4.22455 3.80629  0.233
H43 -3.66217 4.29472 2.04544  0.244
C25 -3.72462 7.40409 6.63049  -0.226
Cl10 -4.65770 5.90278 6.60736  -0.147
Cl11 -3.85039 8.20702 8.20036  -0.154
H44 -2.67506 7.17384 6.43167  0.271
H45 -4.10851 8.07348 5.85669  0.256
C26 4.25244 -2.94130 -7.04639  -0.289
Cl12 5.71677 -2.41865 -7.88763  -0.143
Cl13 3.38455 -1.56115 -6.36303  -0.135
H46 3.59961 -3.45663 -7.75517  0.346
H47 4.53034 -3.62243 -6.23828  0.235

***

4.
ORCA calculation (ωB97M-V with the def2-TZVPD basis set) on a 2-piece molecular cluster, C3H10OS2 overall.

Values from the calculation:
- Energy above the lowest of the compared OMol25 structures with the same formula, charge and spin: 24.4 kJ/mol
- Spin multiplicity: 1
- Total charge: 0
- SMILES string: CCSSC.O

Each line ends with the Mulliken charge.
Geometry (Å):
C1 2.20654 2.02500 -1.44403  -0.849
C2 2.86417 1.74156 -0.08975  -0.451
S1 1.57626 1.25520 1.17391  -0.117
S2 1.31524 -0.78947 1.01988  -0.076
C3 -0.31609 -0.80798 0.19205  -0.713
H1 1.59678 2.94375 -1.41758  0.272
H2 1.57975 1.19737 -1.81655  0.219
H3 3.04229 2.17756 -2.14749  0.311
H4 3.64376 0.96153 -0.18589  0.322
H5 3.35201 2.66002 0.28958  0.293
H6 -0.76617 -1.81396 0.14696  0.299
H7 -0.13659 -0.45639 -0.83789  0.201
H8 -1.03202 -0.12369 0.67763  0.289
O1 -6.59883 -3.38568 1.53628  -0.650
H9 -5.83291 -3.57864 2.12312  0.325
H10 -6.49420 -4.00620 0.77979  0.325

***

For the records above, the corresponding HOMO energy values read -8.353 -8.879 -11.053 -8.566 eV.
For the records above, the corresponding max |F| values read 2.83 2.38 9.15 1.24 eV/Å.
For the records above, the corresponding calculated total energy values read -94883.632 -28833.636 -219740.589 -26991.037 eV.